[1]
92
Properties=species:S:1:pos:R:3:forces:R:3 method="wB97M-V/def2-TZVPD" lumo_ev=-1.054 energy_ha=-4813.17911
C -9.495 -4.044 4.054 -1.0 0.8 0.3
C -10.151 -5.537 4.212 -0.8 0.3 -0.3
C -9.353 -6.738 3.435 -0.2 -0.7 1.2
C -7.719 -6.603 3.431 -0.4 1.0 0.0
O -7.166 -7.908 2.989 1.9 1.8 -2.4
B -6.246 -7.732 1.848 -1.1 -0.6 1.2
O -4.938 -7.065 2.038 -2.0 -0.8 -4.0
B -4.281 -6.756 0.751 2.5 0.5 -0.1
O -2.930 -6.106 0.806 -3.8 0.3 0.2
C -3.204 -4.638 0.920 0.3 1.1 0.1
C -1.810 -3.762 0.848 0.2 -1.0 0.4
N -1.718 -2.879 -0.414 0.4 0.0 1.7
C -1.804 -1.426 0.023 1.2 0.4 0.2
C -1.409 -0.338 -1.143 -1.5 -0.6 -0.4
C -1.995 -0.690 -2.635 0.6 0.6 -0.5
O -2.040 0.964 -0.744 -0.6 -1.9 -0.4
O -4.819 -7.021 -0.598 -2.5 0.8 3.9
B -6.282 -7.120 -0.410 3.3 -3.2 0.7
P -7.606 -5.966 -1.185 -2.4 0.4 -1.5
O -7.698 -6.335 -2.886 1.8 2.0 1.6
Br -6.789 -3.815 -0.960 0.1 -1.2 -0.3
O -6.745 -8.216 0.513 2.2 4.6 0.8
H -9.210 -3.623 5.131 -0.3 -0.9 -2.5
H -8.607 -3.964 3.296 -1.6 -0.3 1.6
H -10.343 -3.315 3.637 1.9 -1.5 0.9
H -10.344 -5.762 5.366 0.7 0.3 -2.6
H -11.236 -5.477 3.717 2.4 -0.3 1.2
H -9.604 -7.741 4.032 0.6 2.1 -1.4
H -9.810 -6.866 2.365 1.3 0.3 1.9
H -7.259 -6.313 4.487 -1.2 -0.8 -2.1
H -7.383 -5.723 2.698 -0.7 -1.9 1.4
H -3.881 -4.309 0.024 1.2 -0.5 1.7
H -3.713 -4.380 1.959 0.8 -0.8 -2.1
H -1.749 -3.099 1.839 -0.1 -1.4 -2.2
H -0.918 -4.553 0.894 -1.9 1.7 -0.2
H -0.819 -3.086 -0.916 -1.1 0.5 0.9
H -2.875 -1.206 0.447 2.0 -0.5 -0.9
H -1.013 -1.266 0.901 -1.8 0.0 -1.6
H -0.242 -0.257 -1.213 -2.3 0.3 0.3
H -1.945 -1.829 -2.911 -0.3 2.2 0.7
H -3.083 -0.229 -2.770 2.2 -1.3 0.4
H -1.312 -0.114 -3.420 -1.5 -1.2 1.6
H -3.047 0.797 -0.766 2.5 0.3 0.0
H -7.106 -5.666 -3.342 -0.8 -1.3 0.4
C 4.920 2.351 0.117 -0.1 0.1 -0.3
O 5.459 2.002 -1.151 0.1 -0.1 0.5
C 6.536 1.062 -1.059 -0.1 -0.3 -0.6
C 6.124 -0.281 -1.682 -0.2 0.4 0.6
N 5.125 -0.962 -0.854 0.0 0.0 -0.3
C 4.519 -2.127 -1.509 -0.3 0.3 0.1
C 3.657 -1.861 -2.760 -0.1 -0.5 0.3
O 2.455 -1.138 -2.486 0.5 0.0 -0.3
C 2.601 0.275 -2.506 -0.4 -0.1 0.2
H 4.187 3.149 -0.032 0.1 -0.2 -0.1
H 4.409 1.497 0.569 0.0 0.0 0.2
H 5.703 2.718 0.786 0.0 0.0 0.1
H 6.890 0.935 -0.027 -0.2 0.0 -0.1
H 7.365 1.477 -1.643 0.0 -0.1 0.0
H 7.009 -0.920 -1.779 -0.1 0.0 0.0
H 5.733 -0.078 -2.683 0.2 0.1 -0.2
H 4.381 -0.304 -0.624 0.3 -0.2 -0.1
H 3.882 -2.610 -0.758 0.0 0.0 -0.2
H 5.308 -2.846 -1.759 0.0 0.1 -0.1
H 3.335 -2.837 -3.143 0.0 0.1 0.1
H 4.224 -1.394 -3.573 0.0 0.2 0.1
H 3.368 0.609 -3.210 0.1 -0.1 0.1
H 2.821 0.643 -1.501 0.2 0.2 -0.1
H 1.644 0.710 -2.808 0.0 -0.1 0.0
C 4.870 10.413 1.029 -0.1 -0.3 0.2
O 3.910 9.373 0.899 0.2 0.4 -0.4
C 3.367 9.280 -0.424 -0.2 -0.7 0.0
C 3.803 7.962 -1.085 0.4 0.6 0.2
N 5.234 7.980 -1.401 -0.1 -0.2 0.1
C 5.758 6.672 -1.812 0.2 0.2 0.4
C 5.758 5.550 -0.753 0.5 0.0 -0.5
O 6.649 5.790 0.338 -0.6 -0.1 -0.1
C 6.089 6.548 1.401 0.4 -0.1 0.0
H 5.147 10.490 2.084 -0.1 -0.1 -0.1
H 5.770 10.183 0.454 0.1 0.2 -0.1
H 4.453 11.372 0.709 0.1 0.0 0.0
H 3.629 10.147 -1.044 0.2 -0.2 0.1
H 2.276 9.270 -0.316 0.1 0.0 0.0
H 3.232 7.815 -2.007 0.1 0.0 0.0
H 3.563 7.148 -0.395 -0.3 0.0 0.1
H 5.752 8.285 -0.578 -0.2 -0.1 -0.3
H 6.796 6.838 -2.126 -0.1 -0.1 0.0
H 5.213 6.332 -2.700 -0.1 0.0 0.1
H 6.128 4.643 -1.245 0.0 0.1 0.1
H 4.751 5.307 -0.396 0.0 0.2 0.1
H 5.014 6.381 1.515 0.0 0.1 -0.1
H 6.296 7.610 1.253 -0.2 0.1 0.1
H 6.584 6.248 2.328 0.0 -0.1 -0.1

***

[2]
99
Properties=species:S:1:pos:R:3:forces:R:3 method="wB97M-V/def2-TZVPD" charge=-1 lumo_ev=2.429 energy_ha=-3432.45999 relative_energy_kj_mol=62.6
Cl -0.523 0.778 0.611 -1.2 0.4 0.0
O -1.469 0.765 1.709 -0.3 -0.4 0.2
O -1.084 0.145 -0.551 -0.1 -0.4 0.0
O -0.266 2.157 0.296 0.9 0.0 0.2
O 0.651 0.043 1.029 0.7 0.2 -0.1
O -2.870 2.423 7.548 -0.4 0.8 -0.1
P -2.914 2.872 6.136 1.0 -1.6 -1.4
N -2.499 1.629 5.038 -0.7 1.3 0.3
C -3.570 0.795 4.478 0.5 0.3 1.1
C -1.194 0.978 5.157 -0.3 0.9 -0.1
N -1.752 4.042 5.717 -1.4 -0.1 0.4
C -0.982 4.033 4.463 -0.3 0.4 0.7
C -2.043 5.384 6.224 0.7 0.2 -0.3
N -4.438 3.410 5.662 0.7 0.2 0.1
C -4.606 4.155 4.416 0.5 0.0 0.3
C -5.612 3.183 6.485 0.6 -0.2 0.5
H -3.265 0.291 3.563 0.1 0.2 -0.1
H -4.422 1.453 4.321 -0.2 -0.3 -0.2
H -3.810 0.054 5.252 -0.4 -0.3 -0.3
H -0.606 1.410 5.971 -0.2 -0.1 0.2
H -0.653 1.224 4.241 0.1 -0.9 -0.1
H -1.360 -0.080 5.364 0.4 -0.1 -0.3
H -0.435 4.978 4.446 -0.2 0.1 -0.2
H -0.204 3.277 4.465 -0.3 -0.3 -0.2
H -1.668 3.965 3.621 0.4 -0.1 -0.4
H -1.072 5.795 6.512 -0.3 0.3 0.6
H -2.440 6.101 5.491 0.0 -0.4 -0.4
H -2.789 5.385 7.017 0.4 -0.2 0.4
H -4.154 3.635 3.569 -0.1 -0.1 -0.1
H -5.665 4.319 4.233 0.0 -0.1 -0.1
H -4.120 5.133 4.494 -0.1 0.0 -0.1
H -5.294 3.169 7.531 -0.1 0.0 0.0
H -6.066 2.205 6.294 -0.3 0.2 -0.2
H -6.312 4.007 6.353 -0.2 -0.1 -0.1
O 0.193 -0.294 -3.864 0.1 -0.5 0.3
P 1.402 -1.025 -4.264 -0.1 -0.4 -0.9
N 1.053 -2.208 -5.447 0.7 1.1 -0.1
C 2.089 -2.668 -6.358 -1.1 -0.3 -0.5
C -0.055 -3.128 -5.263 0.2 0.5 -0.7
N 2.149 -1.888 -3.021 -0.4 0.5 -0.5
C 1.504 -1.998 -1.694 1.2 1.3 -0.6
C 3.499 -2.367 -3.120 0.6 0.5 0.7
N 2.529 -0.044 -5.083 -0.6 -1.3 0.9
C 2.084 0.656 -6.262 0.8 1.4 -0.2
C 3.832 0.338 -4.539 -0.4 -1.5 -0.5
H 2.754 -3.414 -5.913 0.5 0.3 0.0
H 2.555 -1.842 -6.893 0.6 0.0 0.6
H 1.598 -3.185 -7.196 -0.2 -0.2 0.2
H -0.902 -2.615 -4.809 0.1 -0.1 0.4
H 0.256 -4.040 -4.739 -0.3 0.0 0.1
H -0.368 -3.373 -6.284 -0.2 -0.4 0.2
H 0.451 -1.740 -1.775 0.0 -0.2 0.2
H 1.739 -2.969 -1.258 -0.3 -0.1 -0.1
H 2.007 -1.220 -1.113 -0.5 -0.3 0.7
H 4.239 -1.790 -2.531 -0.3 0.4 0.1
H 3.624 -3.351 -2.655 -0.3 -0.4 -0.7
H 3.850 -2.249 -4.143 0.0 -0.8 -0.1
H 2.965 0.957 -6.845 0.1 -0.4 -0.1
H 1.423 0.140 -6.954 -0.2 -0.3 0.4
H 1.664 1.635 -5.994 -0.5 -0.2 0.0
H 3.836 0.267 -3.455 -0.1 0.7 0.0
H 4.112 1.300 -4.957 0.2 0.1 0.4
H 4.522 -0.462 -4.843 0.6 0.6 -0.2
C 2.927 1.314 -1.225 -1.4 -0.3 -0.3
O 3.129 2.389 -2.143 2.2 0.5 0.8
C 2.110 2.974 -2.726 -0.2 -1.0 -0.6
O 0.970 2.710 -2.564 -1.4 0.2 0.4
O 2.583 3.796 -3.670 1.0 0.9 -0.2
C 1.592 4.465 -4.411 -1.0 -0.1 -0.9
H 3.833 0.716 -1.176 0.1 0.1 -0.4
H 2.066 0.777 -1.629 0.1 -0.4 0.3
H 2.651 1.590 -0.206 0.0 0.6 -0.2
H 0.992 3.734 -4.962 -0.3 0.0 0.4
H 2.008 5.090 -5.201 0.7 0.0 0.4
H 0.939 5.081 -3.795 0.0 -0.1 0.2
C 3.725 -1.806 1.774 1.0 1.0 -0.7
O 3.686 -2.809 2.774 -0.5 1.2 1.0
C 3.894 -4.063 2.493 -0.7 -0.7 -0.5
O 4.075 -4.547 1.407 0.4 -0.2 -0.3
O 3.770 -4.750 3.628 0.4 0.1 0.9
C 3.987 -6.155 3.570 0.2 0.1 -1.2
H 2.900 -1.091 1.762 -0.8 -0.9 0.3
H 3.891 -2.239 0.791 -0.1 0.0 0.0
H 4.546 -1.124 2.015 0.4 -0.4 0.0
H 4.009 -6.554 4.576 -0.3 0.2 0.1
H 4.937 -6.387 3.083 0.1 0.2 0.1
H 3.221 -6.575 2.920 -0.1 -0.4 0.3
C -3.785 -4.742 -3.051 0.1 -2.0 -0.1
O -3.525 -3.452 -3.523 0.1 0.2 -0.1
C -3.327 -2.451 -2.644 0.3 1.1 0.3
O -2.881 -1.392 -2.972 -0.3 -0.2 -0.3
O -3.693 -2.794 -1.416 -0.2 -1.0 0.2
C -3.701 -1.849 -0.346 0.2 0.4 0.4
H -4.783 -4.950 -2.655 -0.1 0.7 0.1
H -3.064 -5.132 -2.328 0.1 0.6 0.2
H -3.678 -5.424 -3.900 0.0 0.4 -0.2
H -3.382 -0.854 -0.650 -0.2 0.0 -0.3
H -3.011 -2.151 0.441 0.1 -0.3 -0.2
H -4.709 -1.882 0.065 0.0 0.3 -0.1